# 1
Here is a structure of composition H34O17Sr in a non-equilibrium geometry from the Open Molecules 2025 dataset. Energies are from ωB97M-V with the def2-TZVPD basis set.

Output
Charge ... +2
HOMO-LUMO gap ... 11.098 eV
HOMO energy ... -16.158 eV
Energy ... -1329.88401 Eh

CARTESIAN COORDINATES (ANGSTROEM)
Sr: 0.17028 0.27102 0.57397
O: -0.37076 -1.29927 2.54922
H: 0.12828 -1.67777 3.27306
H: -1.28474 -1.48412 2.76533
O: 1.33462 -1.79394 4.67654
H: 1.83269 -2.44617 5.16926
H: 1.19673 -1.07828 5.29706
O: 2.00732 0.95788 -4.00534
H: 1.25615 0.98350 -4.59807
H: 2.75828 0.79631 -4.57648
O: -2.34310 2.52266 -2.97007
H: -2.49376 3.42159 -3.26237
H: -2.71425 1.97895 -3.66495
O: 1.22931 2.16649 1.84667
H: 1.05832 3.02806 1.46628
H: 1.72557 2.35049 2.64422
O: -1.93896 1.32658 1.61920
H: -2.55620 0.90684 2.21841
H: -2.46316 1.97640 1.15104
O: 2.73065 -0.18525 1.11773
H: 2.94796 -1.11707 1.09090
H: 3.57709 0.25677 1.18394
O: 2.26908 -2.61409 -2.41060
H: 2.05810 -2.43969 -3.32783
H: 3.09049 -3.10449 -2.44234
O: 0.54439 4.64954 0.79638
H: 1.24209 4.87241 1.41263
H: 0.36204 5.46768 0.33418
O: -2.35016 -2.36393 -2.47531
H: -2.00902 -3.23573 -2.67487
H: -2.83931 -2.11251 -3.25874
O: -0.63556 2.26816 -0.79086
H: -1.25755 2.31740 -1.51676
H: -0.14641 3.08960 -0.83780
O: 0.32396 -2.27297 -0.43954
H: -0.06340 -3.09632 -0.14242
H: 0.90074 -2.52550 -1.16050
O: 1.79649 -4.04847 1.51298
H: 1.80580 -4.60254 0.73250
H: 2.41334 -3.34395 1.31451
O: -2.09782 -3.50564 1.53436
H: -1.37867 -3.73666 2.12231
H: -2.67277 -2.95321 2.06397
O: -2.69530 4.93756 0.53492
H: -1.84458 4.54750 0.33406
H: -3.13668 5.00004 -0.31215
O: 1.73439 0.01137 -1.39479
H: 1.39688 0.35831 -2.22059
H: 2.20587 -0.78372 -1.64335
O: -2.04278 -0.56168 -0.40443
H: -2.04290 -1.28133 -1.03556
H: -2.71909 -0.79882 0.23008

=====

# 2
Here is a structure of composition H35O17 in a non-equilibrium geometry from the Open Molecules 2025 dataset. Energies are from ωB97M-V with the def2-TZVPD basis set.

Output
Charge ... +1
HOMO-LUMO gap ... 10.649 eV
HOMO energy ... -13.150 eV
Energy ... -1299.82674 Eh

CARTESIAN COORDINATES (ANGSTROEM)
O: 0.59729 3.81108 -3.11438
H: 0.06933 3.47315 -3.84545
H: 0.00626 4.43251 -2.68001
O: -2.21572 0.56403 -1.81703
H: -2.39283 -0.40146 -1.17171
H: -2.29797 1.16367 -1.05486
O: 3.34981 0.67132 2.66730
H: 3.99280 0.43581 3.34259
H: 3.82299 0.56888 1.83340
O: 2.77869 -1.21882 0.42784
H: 2.24922 -0.41381 0.36912
H: 2.98883 -2.16564 -1.45967
O: 0.48817 2.27549 2.92551
H: 3.89026 3.84300 -0.82252
O: 3.08278 -1.99023 3.06760
H: 3.21947 -2.93886 3.20055
H: 2.79187 -1.67874 3.93422
O: -0.26706 -1.58856 -2.48070
H: 0.43691 -1.39529 -1.85666
H: 0.04296 -1.73985 -3.37343
O: 3.05433 3.46700 -1.11253
H: 1.40218 1.94665 2.93719
H: 2.60345 4.09844 -1.68113
O: 0.16978 -2.03483 2.60295
H: -0.78834 -0.33733 1.87147
H: -0.14046 -2.66170 1.95009
O: -2.18638 -4.67207 0.06418
H: -2.13287 -3.95123 0.69585
H: -3.06772 -5.03727 0.19805
O: -2.55923 2.34180 0.84732
H: -2.07015 2.87964 1.48318
H: -2.28837 1.45516 1.13147
O: -2.25960 -1.31015 -0.36326
H: -2.33926 -1.09211 0.59756
H: -2.73768 -2.12071 -0.64799
O: 1.71922 1.33961 -0.58465
H: 2.08515 0.69887 -1.19914
H: 2.41900 1.96538 -0.31433
O: -2.69517 3.04611 -2.36806
H: -2.34537 3.89640 -2.08191
H: -1.80879 -1.07769 2.62189
O: 2.84584 -1.55156 -2.19105
H: 3.37094 -1.83919 -2.94120
H: -1.28333 0.33118 -2.00437
O: -1.75156 -0.33549 2.00502
H: 2.99911 -1.47367 1.33922
H: -3.48544 2.96401 -1.82033
O: -4.46472 -2.67601 -0.87428
H: -5.30250 -2.39882 -0.48300
H: -4.77085 -3.27619 -1.56693
H: 0.43957 2.43543 3.87996
H: 1.09799 -2.10064 2.84421

=====

# 3
Here is a cluster of 17 separate species, H35O17 in total in a non-equilibrium geometry from the Open Molecules 2025 dataset. Energies are from ωB97M-V with the def2-TZVPD basis set.

Output
Charge ... +1
HOMO-LUMO gap ... 9.839 eV
HOMO energy ... -12.993 eV
Energy ... -1299.75586 Eh

CARTESIAN COORDINATES (ANGSTROEM)
O: 2.15539 2.07441 -3.86087
H: -1.13101 -2.63947 1.79482
H: 0.41240 -2.55826 1.60527
O: -0.42936 -2.50372 1.15528
H: 0.67728 -2.97972 -0.28965
H: -1.66141 -3.68921 -1.10520
O: 0.25238 2.14095 0.29708
H: -0.46855 1.91095 -0.29867
H: -0.12127 2.78286 0.90412
O: 3.20179 1.14139 0.54233
H: 3.48326 1.78640 -0.14107
H: -0.26502 -0.01673 -0.51612
O: -3.00263 -2.45219 2.02153
H: 3.41508 -0.89216 -0.77368
O: -1.24802 -0.76985 3.66205
H: -1.58663 -1.48839 4.20977
H: -1.60631 1.69352 -3.98278
O: -4.84988 1.24746 -1.26808
H: -2.53578 3.56791 2.60844
H: 4.41213 0.22736 1.39394
O: 0.57509 -0.34500 -0.17887
H: 2.20784 2.13671 -4.81200
H: 0.28188 1.36919 3.27518
O: 0.78273 -3.77625 -0.78902
H: -3.01808 -4.56171 -1.26912
H: 1.09272 -4.59637 -0.41529
O: -1.77585 0.81129 -3.68073
H: -5.27019 1.65729 -2.01221
H: -2.62523 0.58879 -3.30007
O: 4.55795 1.87007 -2.08836
H: -2.20622 1.57984 -1.44859
H: -2.77914 -1.93489 1.24011
O: 4.80417 -0.67239 1.29005
H: 4.03026 2.65718 -2.30383
H: 5.60642 -0.37659 0.83854
O: -2.17579 1.19081 -0.56644
H: 1.70276 1.33227 -3.47235
H: -3.04609 1.40495 -0.19907
O: -0.15310 1.79658 4.01584
H: -5.19554 0.36742 -1.10291
H: -1.62317 -0.99314 2.82754
O: 2.72473 -0.50272 -1.35772
H: -3.11693 -3.37091 1.75257
H: 1.88219 -0.33762 -0.68738
O: -2.46308 -3.99900 -0.73088
H: -0.44591 1.10100 4.61024
H: 3.02971 1.82426 1.20619
O: -2.28140 2.65052 2.67596
H: -1.32136 2.55128 2.69549
H: 0.70105 -0.26799 0.76882
H: 4.01615 1.30083 -2.65470
H: 2.39758 -1.03922 -2.08548

=====

Question: What is the HOMO energy in the second record?
Answer: -13.150 eV

=====

Question: HOMO-LUMO gap of number 1 (H34O17Sr)?
Answer: 11.098 eV

=====

Question: Which formula does entry 1 have?
Answer: H34O17Sr

=====

Question: Which value of HOMO energy does entry 2 give?
Answer: -13.150 eV